(1)
The ion C9H16NO4 with charge +1. Source: OMol25; level of theory: ωB97M-V/def2-TZVPD.

Values from the calculation:
E_tot ... -19264.101 eV
Kohn-Sham gap ... 11.48 eV
ΔE to the lowest compared entry with this formula, charge and spin ... 0.0 kJ/mol
HOMO ... -13.93 eV
E_LUMO ... -0.0901 Eh
Maximum force ... 3.47 eV/A
Total charge ... +1

Last columns: bonded neighbours and bond lengths (Å).
Positions of all 30 atoms, in Å:
1 O -3.31 0.44 -0.26  C6 1.337, C9 1.438
2 O -0.17 0.16 1.61  C10 1.445, C12 1.441
3 O 1.00 1.89 0.57  C10 1.367, C13 1.394
4 O -1.67 -0.91 -0.88  C6 1.221
5 N 1.23 -0.28 -0.28  C7 1.487, C8 1.437, C10 1.572, C14 1.579
6 C -2.02 0.20 -0.50  O1 1.337, O4 1.221, C11 1.522
7 C 1.03 -1.49 0.56  N5 1.487, C12 1.527, H17 1.060, H26 1.087
8 C 0.86 -0.39 -1.66  N5 1.437, H15 1.098, H27 1.083, H28 1.116
9 C -4.23 -0.65 -0.46  O1 1.438, H21 1.090, H23 1.079, H24 1.163
10 C 0.25 0.77 0.37  O2 1.445, O3 1.367, N5 1.572, C11 1.566
11 C -1.02 1.33 -0.36  C6 1.522, C10 1.566, H22 1.070, H29 1.052
12 C 0.68 -0.95 1.94  O2 1.441, C7 1.527, H20 1.107, H25 1.061
13 C 2.34 1.57 0.78  O3 1.394, C14 1.484, H18 1.090, H19 1.175
14 C 2.63 0.44 -0.14  N5 1.579, C13 1.484, H16 1.172, H30 1.082
15 H 0.80 0.61 -2.13  C8 1.098
16 H 3.01 0.76 -1.21  C14 1.172
17 H 1.93 -2.04 0.52  C7 1.060
18 H 2.91 2.47 0.55  C13 1.090
19 H 2.41 1.19 1.89  C13 1.175
20 H 1.59 -0.57 2.45  C12 1.107
21 H -4.45 -0.95 0.56  C9 1.090
22 H -1.39 2.07 0.33  C11 1.070
23 H -5.01 -0.10 -0.97  C9 1.079
24 H -3.49 -1.46 -0.84  C9 1.163
25 H 0.04 -1.68 2.35  C12 1.061
26 H 0.11 -2.02 0.32  C7 1.087
27 H 1.64 -0.95 -2.17  C8 1.083
28 H -0.12 -0.88 -1.86  C8 1.116
29 H -0.92 1.64 -1.36  C11 1.052
30 H 3.36 -0.25 0.27  C14 1.082

Now the natural (NBO) charges, all in e: atom 1 (O): -0.48, atom 2 (O): -0.53, atom 3 (O): -0.50, atom 4 (O): -0.67, atom 5 (N): -0.26, atom 6 (C): 0.83, atom 7 (C): -0.24, atom 8 (C): -0.45, atom 9 (C): -0.30, atom 10 (C): 0.73, atom 11 (C): -0.53, atom 12 (C): -0.08, atom 13 (C): -0.11, atom 14 (C): -0.23, atom 15 (H): 0.22, atom 16 (H): 0.26, atom 17 (H): 0.23, atom 18 (H): 0.25, atom 19 (H): 0.19, atom 20 (H): 0.19, atom 21 (H): 0.20, atom 22 (H): 0.29, atom 23 (H): 0.23, atom 24 (H): 0.24, atom 25 (H): 0.23, atom 26 (H): 0.27, atom 27 (H): 0.23, atom 28 (H): 0.30, atom 29 (H): 0.26, atom 30 (H): 0.24

=====

(2)
An isolated molecule of C9H16O2S3. Source: OMol25; level of theory: ωB97M-V/def2-TZVPD.

Values from the calculation:
E_tot ... -46185.598 eV
Kohn-Sham gap ... 8.42 eV
ΔE to the lowest compared entry with this formula, charge and spin ... 544.2 kJ/mol
HOMO ... -8.62 eV
E_LUMO ... -0.0077 Eh
Maximum force ... 5.96 eV/A

Last columns: bonded neighbours and bond lengths (Å).
Positions of all 30 atoms, in Å:
1 S 2.05 -0.47 -0.95  O5 1.655, C7 1.913, C8 1.905
2 S -2.05 1.16 2.77  S3 2.110, C10 1.884
3 S -2.44 0.34 0.86  S2 2.110, C9 1.738
4 O 5.06 1.56 -4.19  C6 1.485, H22 1.120
5 O 3.43 -1.40 -0.97  S1 1.655
6 C 3.90 0.69 -3.87  O4 1.485, C13 1.539, H21 1.147, H27 1.033
7 C 1.69 0.79 -2.34  S1 1.913, C13 1.623, H17 1.168, H30 1.039
8 C 0.49 -1.53 -1.23  S1 1.905, C11 1.493, H20 1.151, H25 0.992
9 C -1.20 -0.77 0.34  S3 1.738, C11 1.346, H29 1.035
10 C -2.67 -0.35 3.71  S2 1.884, C14 1.548, H18 1.024, H19 1.108
11 C -0.87 -0.97 -0.95  C8 1.493, C9 1.346, H26 1.095
12 C -5.07 -1.53 3.82  C14 1.436, H15 1.166, H24 1.274
13 C 3.05 1.50 -2.87  C6 1.539, C7 1.623, H23 1.140, H28 1.167
14 C -4.19 -0.40 4.00  C10 1.548, C12 1.436, H16 1.108
15 H -6.20 -1.55 4.10  C12 1.166
16 H -4.47 0.49 4.59  C14 1.108
17 H 0.97 1.39 -1.64  C7 1.168
18 H -2.14 -1.19 3.47  C10 1.024
19 H -2.58 -0.07 4.78  C10 1.108
20 H 0.18 -1.79 -2.30  C8 1.151
21 H 4.30 -0.31 -3.46  C6 1.147
22 H 5.28 2.01 -3.18  O4 1.120
23 H 3.49 1.74 -1.84  C13 1.140
24 H -4.58 -2.26 2.89  C12 1.274
25 H 0.80 -2.35 -0.77  C8 0.992
26 H -1.54 -0.54 -1.70  C11 1.095
27 H 3.31 0.59 -4.71  C6 1.033
28 H 2.83 2.41 -3.57  C13 1.167
29 H -0.58 -1.13 1.08  C9 1.035
30 H 1.25 0.27 -3.13  C7 1.039

Now the natural (NBO) charges, all in e: atom 1 (S): 1.03, atom 2 (S): 0.12, atom 3 (S): 0.13, atom 4 (O): -0.71, atom 5 (O): -0.89, atom 6 (C): -0.08, atom 7 (C): -0.53, atom 8 (C): -0.58, atom 9 (C): -0.33, atom 10 (C): -0.54, atom 11 (C): -0.25, atom 12 (C): -0.44, atom 13 (C): -0.45, atom 14 (C): -0.19, atom 15 (H): 0.23, atom 16 (H): 0.20, atom 17 (H): 0.25, atom 18 (H): 0.22, atom 19 (H): 0.24, atom 20 (H): 0.23, atom 21 (H): 0.20, atom 22 (H): 0.46, atom 23 (H): 0.22, atom 24 (H): 0.21, atom 25 (H): 0.23, atom 26 (H): 0.22, atom 27 (H): 0.17, atom 28 (H): 0.24, atom 29 (H): 0.21, atom 30 (H): 0.20

=====

> Which formula does entry 2 have?

C9H16O2S3

=====

> Which of these has the lowest E_LUMO?

C9H16NO4

=====

> Which value of HOMO does entry 1 give?

-13.93 eV